Entry 1:
C40H111FeN9O15P | ωB97M-V/def2-TZVPD

Output
HOMO level (alpha / beta), eV: -8.4 / -8.4
<S²>: 8.756
LUMO (alpha / beta), eV: 0.23 / -0.15
M, g mol⁻¹: 1045.19
Net charge: 0
Gap between HOMO and LUMO (alpha / beta), eV: 8.607 / 8.251
2S+1: 6
E, eV: -131080.0907

The geometry in XYZ format:
```
177
C40H111FeN9O15P ωB97M-V/def2-TZVPD
Fe 0.961 -0.186 1.472
P -0.289 -0.145 -0.558
O 2.186 5.741 -3.220
O -0.877 -4.832 -4.099
O -1.176 -0.130 -1.733
O -0.848 0.265 0.886
O -0.787 0.148 -4.414
O 5.239 -0.005 -4.447
O 2.676 -3.258 2.221
O -6.956 -0.175 1.660
O -2.806 6.602 1.363
O -3.709 -0.075 -2.666
O -3.330 -6.159 2.341
O -1.235 0.700 4.203
O 1.056 0.699 -0.306
O 3.755 2.330 1.761
O 0.400 -1.454 0.012
N 3.332 -0.845 -1.307
N -3.442 -0.797 0.628
N 1.114 1.594 2.564
N 1.226 -1.895 -3.067
N -1.420 -3.161 1.292
N -1.026 3.382 1.500
N 3.047 -0.513 1.516
N 0.375 -1.474 2.984
N 0.162 3.260 -1.489
C -0.461 1.782 4.570
C -4.567 -0.032 1.220
C 2.302 3.005 -2.688
C 1.161 -2.398 3.913
C -3.885 -6.596 3.539
C 1.978 -4.248 -3.120
C 0.958 1.705 4.045
C -0.500 -3.604 -3.467
C -2.048 -4.528 1.144
C 5.581 1.355 -4.199
C -1.128 1.468 -4.818
C -4.709 1.311 0.485
C -2.673 -4.897 2.457
C -0.152 5.647 1.243
C -1.261 4.804 1.790
C -0.992 -5.521 0.673
C 5.316 -1.011 2.405
C 4.556 -0.584 -2.141
C 5.461 -1.769 -1.862
C 2.982 -4.308 1.296
C -7.086 -0.506 3.035
C 1.897 6.942 -3.891
C -4.173 -2.474 -2.746
C 0.222 -2.885 5.015
C -4.173 6.956 1.371
C 4.170 3.508 1.066
C 1.027 5.166 -2.642
C 1.730 -3.622 3.188
C -0.643 1.714 -6.227
C 1.740 2.892 4.587
C -2.594 5.195 1.180
C 4.730 1.335 1.793
C 0.969 -3.256 -3.640
C -1.193 -4.693 -5.466
C 1.403 3.934 -1.882
C -5.844 -0.822 1.048
C 4.192 -0.001 2.326
C -2.366 0.485 4.964
C -3.901 -1.173 -3.518
C 4.182 -0.497 -3.628
H -2.997 -1.331 -4.127
H 4.680 1.905 -3.925
H -3.392 -2.733 -2.031
H -0.827 -2.999 0.476
H 5.010 0.356 -1.817
H -5.730 -1.842 1.425
H -2.069 -4.024 -5.583
H 2.788 2.687 4.807
H -1.420 4.954 2.865
H -2.815 -4.427 0.366
H -0.828 0.088 -3.426
H 5.531 1.689 2.455
H -2.213 1.590 -4.701
H 0.614 -1.277 -3.598
H 2.766 7.229 -4.484
H -4.636 6.630 2.315
H -3.216 1.105 4.669
H -0.283 6.718 1.400
H -0.392 1.736 5.667
H 3.939 -4.073 0.837
H 4.904 4.042 1.683
H -3.556 -0.910 -0.379
H 2.506 2.040 -2.232
H -0.384 -4.168 -5.982
H -4.458 -7.493 3.287
H -2.603 -0.576 4.896
H -2.659 5.055 0.088
H -0.256 -2.186 2.508
H 1.728 -4.527 -2.088
H -0.762 2.743 -6.573
H -1.504 -5.663 -5.832
H 5.104 1.102 0.779
H -0.084 5.467 0.169
H -0.772 -3.053 4.581
H -6.114 -0.794 -0.010
H 0.058 -2.153 5.805
H 2.763 -1.528 -1.821
H 3.938 -1.472 -4.044
H 2.001 2.080 2.371
H -4.707 1.244 -0.603
H -1.093 -2.825 -3.973
H 1.762 7.739 -3.145
H 3.234 3.533 -2.929
H -0.113 -5.464 1.321
H -4.638 -5.895 3.917
H -2.207 -2.527 1.070
H 1.984 -1.800 4.323
H 0.355 4.907 -3.477
H 1.936 -5.195 -3.662
H 4.993 -1.961 2.823
H 0.421 1.493 -6.371
H -6.272 -0.083 3.632
H 1.866 2.800 -3.678
H 3.803 0.250 3.328
H -3.106 -6.876 4.253
H 1.732 3.701 3.850
H -0.386 -1.070 3.549
H 1.416 0.783 4.429
H 3.286 0.136 -3.728
H 1.041 6.874 -4.571
H -2.760 -0.005 -2.420
H 0.470 2.322 2.158
H -4.278 -3.271 -3.487
H -1.336 -6.556 0.697
H 0.536 -3.849 5.416
H -4.710 -0.993 -4.226
H -7.141 -1.592 3.199
H -0.683 -5.297 -0.351
H -2.625 -0.172 0.743
H 3.274 4.066 0.823
H -0.907 2.747 4.300
H 0.890 -1.876 -2.096
H 6.352 1.431 -3.424
H 6.045 1.692 -5.124
H 6.174 -0.686 3.001
H 4.684 3.245 0.132
H -1.143 1.063 -6.955
H -0.676 3.272 0.540
H 3.449 -0.582 0.535
H 0.338 2.353 -1.040
H -4.352 0.178 2.270
H 1.302 3.277 5.511
H 3.028 -1.547 1.602
H -0.355 2.970 -2.317
H 6.362 -1.817 -2.483
H -8.058 -0.115 3.345
H -1.906 2.872 1.463
H 2.172 -4.254 3.975
H -3.876 1.955 0.796
H -0.685 2.262 -4.196
H 0.799 5.451 1.752
H 2.653 -0.075 -1.257
H 4.993 -2.749 -2.002
H -4.716 6.455 0.557
H -1.978 -4.975 3.312
H 0.859 -4.177 2.809
H 2.240 -4.341 0.486
H 0.525 5.897 -1.994
H 5.737 -1.758 -0.804
H -3.433 4.626 1.609
H 2.975 -3.818 -3.154
H 1.952 4.183 -0.969
H -0.850 -3.683 -2.433
H -4.264 8.033 1.271
H -3.413 -4.113 2.706
H 2.947 -5.293 1.769
H -2.194 0.685 6.036
H -5.605 1.889 0.756
H 5.704 -1.118 1.386
H 1.083 -3.030 -4.710
H -5.102 -2.329 -2.186
```


Entry 2:
C21H36N3O7 | ωB97M-V/def2-TZVPD

Output
HOMO level, eV: -5.5
LUMO, eV: 2.38
M, g mol⁻¹: 442.53
Net charge: -1
Gap between HOMO and LUMO, eV: 7.856
E, eV: -41166.5698

The geometry in XYZ format:
```
67
C21H36N3O7 ωB97M-V/def2-TZVPD
O 0.234 -3.218 3.089
O 0.128 -0.343 1.269
O -1.629 1.035 0.717
O -3.511 -3.886 1.673
O -2.667 4.443 0.681
O -1.732 -0.344 2.477
O -1.208 1.991 -4.015
N -0.673 1.476 -1.875
N 2.417 -3.882 -1.671
N 2.195 1.666 1.316
C 1.315 -3.492 2.636
C 0.755 1.542 -2.039
C 3.526 1.738 1.059
C -1.905 4.875 -0.150
C -2.991 1.794 -2.436
C 2.828 3.690 1.898
C -1.542 1.748 -2.854
C 1.263 -2.020 -1.337
C -2.356 5.905 -1.164
C 1.227 -3.245 -1.951
C 2.526 -1.899 -0.690
C 1.751 2.832 1.867
C 3.969 2.994 1.421
C 1.551 -4.755 1.846
C -1.180 0.172 1.495
C 3.213 -3.061 -0.924
C -4.870 -3.285 -0.160
C -2.332 -2.992 -0.209
C -3.552 -3.439 0.553
C 2.522 -2.600 2.890
C -0.473 4.427 -0.261
H -5.629 -3.942 0.266
H 1.241 0.916 -1.293
H 0.717 3.005 2.109
H 2.856 -1.054 -0.110
H 2.426 -1.739 2.224
H -1.960 6.875 -0.827
H -4.823 -3.463 -1.237
H -3.419 2.729 -2.796
H 1.148 2.557 -1.894
H 4.979 3.363 1.391
H -3.576 1.003 -2.913
H 2.776 -4.688 -2.149
H 0.697 -5.415 2.014
H -5.273 -2.271 -0.072
H -3.427 6.076 -1.243
H 4.046 0.855 0.724
H 4.189 -3.394 -0.610
H -2.130 -3.681 -1.035
H 1.063 1.251 -3.042
H 2.442 -5.261 2.221
H 1.585 0.869 1.142
H -0.155 4.500 -1.302
H -1.000 1.459 -0.898
H 0.504 -1.255 -1.359
H 1.627 -4.601 0.769
H 2.508 -2.256 3.922
H -0.352 3.407 0.093
H 0.595 -3.671 -2.712
H 3.454 -3.109 2.653
H -3.132 1.671 -1.361
H 0.037 -1.086 1.892
H -2.492 -1.989 -0.608
H -1.450 -3.004 0.428
H -1.913 5.726 -2.143
H 0.197 5.046 0.340
H 2.849 4.704 2.268
```